# 1
Computed, not measured: a structure of composition C28H25Cl4CoNO2Se2, with ωB97M-V/def2-TZVPD.

Summary:
HOMO (alpha / beta): -1.5 / -1.3 eV
2S+1: 2
<S²>: 1.17
net charge: -2
total energy: -253437.273 eV
ΔE to the lowest compared entry with this formula, charge and spin: 3.6 kJ/mol
max |F|: 0.86 eV Å⁻¹

Each line ends with the Mulliken charge.
CARTESIAN COORDINATES (ANGSTROEM)
Co: 0.8194 -0.2959 -0.8012  -0.076
C: -1.2349 -3.6385 1.8669  -1.000
Se: -2.3476 -2.4667 0.8048  0.113
C: -3.6443 -1.9697 2.1692  -0.929
C: -3.1552 -1.1609 3.3660  -0.812
Se: -1.9283 0.3133 3.0021  0.064
C: -2.8802 1.1100 1.5180  -0.775
H: -1.8091 -4.4770 2.2606  0.381
H: -0.7480 -3.0950 2.6750  0.305
H: -0.4740 -3.9990 1.1768  0.298
H: -4.1201 -2.8785 2.5507  0.521
H: -4.4153 -1.4236 1.6229  0.353
H: -2.5952 -1.8025 4.0499  0.362
H: -4.0251 -0.7895 3.9143  0.440
H: -3.9192 1.3015 1.7852  0.468
H: -2.8113 0.4724 0.6392  0.120
H: -2.3833 2.0491 1.2843  0.174
Cl: 2.1803 -4.2288 -6.1953  -0.261
C: 1.5315 -3.6127 -4.7020  0.237
C: 0.6440 -4.3703 -3.9668  0.117
Cl: 0.1557 -5.9457 -4.5168  -0.268
C: 0.1338 -3.8594 -2.7627  -0.022
Cl: -1.0098 -4.7665 -1.8222  -0.233
C: 0.4948 -2.6058 -2.2790  -0.013
O: 0.0399 -2.0878 -1.1776  -0.429
C: 1.4180 -1.8000 -3.0570  0.320
O: 1.7124 -0.6330 -2.5996  -0.992
C: 1.9113 -2.3392 -4.2477  0.153
Cl: 3.0148 -1.3646 -5.1729  -0.263
C: 3.7744 -0.6720 2.8670  -0.418
C: 2.5076 -1.2417 2.9092  -0.511
C: 1.6561 -1.1351 1.8161  0.745
C: 2.0189 -0.4504 0.6459  -0.105
C: 3.3077 0.1018 0.6317  0.103
C: 4.1706 -0.0043 1.7152  -0.759
H: 4.4436 -0.7492 3.7178  0.338
H: 2.1811 -1.7720 3.8002  0.338
H: 0.6668 -1.5788 1.8730  -0.028
H: 3.6363 0.6424 -0.2513  0.409
H: 5.1571 0.4478 1.6653  0.338
C: -3.1027 2.6770 -2.9411  -0.547
C: -2.5723 1.3867 -2.9404  -0.767
C: -1.5054 1.0469 -2.1375  -0.815
C: -0.8898 1.9858 -1.2712  0.609
C: -1.4406 3.2905 -1.2892  -0.408
C: -2.5156 3.6138 -2.1021  -0.686
N: 0.0929 1.5671 -0.4202  0.027
C: 0.8508 2.5060 0.2734  -0.124
C: 1.0545 2.3486 1.6529  -0.001
C: 1.8539 3.2238 2.3667  -0.807
C: 2.4757 4.2946 1.7365  -0.523
C: 2.2877 4.4630 0.3697  -0.654
C: 1.4945 3.5865 -0.3509  -0.137
H: -3.9410 2.9386 -3.5751  0.355
H: -3.0031 0.6233 -3.5794  0.392
H: -1.1467 0.0223 -2.1541  0.706
H: -1.0306 4.0502 -0.6363  0.358
H: -2.9033 4.6280 -2.0671  0.330
H: 0.5909 1.5003 2.1383  0.295
H: 2.0034 3.0553 3.4275  0.397
H: 3.1103 4.9741 2.2935  0.350
H: 2.7801 5.2796 -0.1484  0.333
H: 1.3809 3.7141 -1.4206  0.516

# 2
Computed, not measured: the molecule C21H23BClN2O7P at a distorted geometry, with ωB97M-V/def2-TZVPD.

Summary:
HOMO: -8.8 eV
SMILES string: CC(=O)OCc1cc(C[C@H](C)OCc2ccccc2)c(P(O)Cl)c2c1C(=O)N(B(N)O)C2=O
total energy: -61942.208 eV
max |F|: 5.33 eV Å⁻¹

Each line ends with the Mulliken charge.
CARTESIAN COORDINATES (ANGSTROEM)
C: 4.2614 3.5451 -0.0312  -0.623
C: 5.1450 2.4294 -0.7992  0.737
O: 5.5006 2.5978 -1.9980  -0.511
O: 5.5496 1.2061 -0.1295  -0.409
C: 4.7886 0.0693 -0.6858  -0.702
C: 3.2352 0.4087 -0.5484  -0.165
C: 2.4803 0.5064 0.8330  -0.904
C: 0.9441 0.8494 0.9295  0.739
C: 0.3072 0.8555 2.3894  -1.027
C: -0.5128 -0.5311 2.6344  0.331
C: -0.2985 -1.6158 1.4538  -0.980
O: -1.8954 -0.2127 2.9048  -0.313
C: -2.6980 -1.3818 3.2022  -0.926
C: -3.7997 -1.5218 2.0366  0.787
C: -3.5965 -2.3967 0.7452  -0.100
C: -4.7542 -2.3925 -0.3173  -0.515
C: -6.0531 -1.5499 -0.1014  -0.339
C: -6.2828 -0.6960 1.1728  -0.467
C: -5.1230 -0.6970 2.2356  -0.418
C: 0.0907 1.1578 -0.3723  0.540
P: -1.7436 1.6169 -0.3682  0.511
O: -2.2602 2.1447 1.1837  -0.488
Cl: -2.0618 3.3597 -1.5832  -0.276
C: 0.8582 1.0443 -1.7102  0.113
C: 2.3713 0.6617 -1.8035  0.547
C: 2.6947 0.6219 -3.3686  -0.051
O: 3.7534 0.8107 -3.9913  -0.518
N: 1.3476 0.2267 -3.9148  -0.364
B: 1.2232 -1.1892 -3.4388  0.816
N: -0.0319 -1.8199 -2.8979  -0.589
O: 2.4109 -2.0135 -3.5562  -0.647
C: 0.4340 1.2046 -3.2379  0.251
O: -0.3757 1.9342 -3.8306  -0.514
H: 3.1688 3.1774 -0.0523  0.012
H: 4.3155 4.5654 -0.5411  0.308
H: 4.5537 3.6504 1.0738  0.303
H: 5.1085 -0.0183 -1.7772  0.343
H: 5.1085 -0.8752 -0.1104  0.358
H: 3.0935 0.3131 1.7860  0.219
H: 1.1917 0.8053 3.1357  0.337
H: -0.2799 1.7883 2.6664  0.261
H: -0.0811 -1.0357 3.5867  0.263
H: -0.7823 -2.6374 1.7077  0.433
H: 0.8191 -1.8646 1.2839  0.321
H: -0.8050 -1.2957 0.4635  0.137
H: -3.2857 -1.1441 4.1648  0.377
H: -2.1038 -2.3372 3.3947  0.361
H: -2.6340 -3.0025 0.5722  0.209
H: -4.6522 -3.0150 -1.2796  0.297
H: -6.8823 -1.5354 -0.8918  0.304
H: -7.2357 -0.0831 1.3757  0.314
H: -5.2615 -0.0733 3.1888  0.234
H: -1.6646 2.8789 1.4911  0.346
H: -0.2697 -2.6274 -3.5137  0.264
H: 0.1901 -2.2491 -1.9756  0.162
H: 2.4793 -2.6176 -2.7858  0.309

# 3
Computed, not measured: the molecule C31H33FN6O3, with ωB97M-V/def2-TZVPD.

Summary:
HOMO: -8.2 eV
SMILES string: Cc1ccc(-n2nc(C(C)(C)C)cc2NC(=O)NCc2cc(F)ccc2Oc2ccc3c(cnn3CCO)c2)cc1
total energy: -50484.379 eV
max |F|: 0.93 eV Å⁻¹

Each line ends with the Mulliken charge.
CARTESIAN COORDINATES (ANGSTROEM)
C: -5.1642 -4.1750 0.9426  -1.596
C: -4.1096 -3.2421 0.4335  1.000
C: -4.4576 -2.0545 -0.2018  -0.914
C: -3.4918 -1.2038 -0.6967  -0.477
C: -2.1400 -1.5131 -0.5568  1.026
C: -1.7795 -2.6943 0.0845  -0.388
C: -2.7609 -3.5438 0.5643  -1.262
H: -2.4647 -4.4577 1.0587  0.394
H: -0.7448 -2.9466 0.2461  0.439
N: -1.2039 -0.5954 -1.0525  0.694
C: 0.0507 -0.7951 -1.5588  -0.510
C: 0.4874 0.4287 -2.0213  -0.716
C: -0.5708 1.3245 -1.7632  -0.152
N: -1.5736 0.6925 -1.1917  -0.639
C: -0.6464 2.7694 -2.1636  2.282
C: 0.7075 3.4501 -1.9414  -1.662
H: 1.0343 3.3187 -0.9130  0.199
H: 0.6241 4.5151 -2.1454  0.458
H: 1.4662 3.0369 -2.6016  0.353
C: -1.7296 3.4889 -1.3597  -1.502
H: -2.6859 2.9925 -1.4927  0.274
H: -1.8198 4.5204 -1.6919  0.452
H: -1.4839 3.4828 -0.3021  0.263
C: -1.0032 2.8176 -3.6571  -1.890
H: -1.9708 2.3517 -3.8273  0.360
H: -1.0495 3.8500 -3.9962  0.465
H: -0.2580 2.2903 -4.2490  0.380
H: 1.4025 0.6446 -2.5322  0.832
N: 0.6239 -2.0495 -1.6116  -0.060
C: 1.9521 -2.4346 -1.5836  0.416
O: 2.2353 -3.6108 -1.6715  -0.746
N: 2.8666 -1.4398 -1.4806  0.120
H: 2.5556 -0.5082 -1.2573  -0.022
C: 4.2702 -1.7525 -1.3188  -1.205
C: 4.9135 -1.0114 -0.1797  1.023
C: 6.1563 -0.4162 -0.3477  -0.832
C: 6.7399 0.2706 0.6996  0.215
C: 6.1183 0.3973 1.9286  -0.763
C: 4.8831 -0.1953 2.1030  -0.372
C: 4.2844 -0.9016 1.0649  0.066
O: 3.0931 -1.5554 1.2656  -0.482
C: 1.9730 -0.8226 1.5697  0.809
C: 1.8872 0.5429 1.4150  0.003
C: 0.6565 1.1469 1.6878  0.487
C: 0.1558 2.4681 1.6660  -1.515
N: -1.1189 2.4811 1.9749  -0.992
N: -1.5014 1.2230 2.2155  0.778
C: -0.4618 0.3640 2.0686  -0.060
C: -0.3499 -1.0133 2.2554  -0.834
C: 0.8696 -1.5860 2.0042  -0.798
H: 1.0236 -2.6466 2.1264  0.551
H: -1.1865 -1.6083 2.5861  0.568
C: -2.8828 0.9210 2.4809  -0.568
H: -3.1500 1.2529 3.4909  0.227
H: -3.0186 -0.1583 2.4020  0.316
C: -3.7802 1.6430 1.4624  -0.179
O: -3.8722 3.0146 1.7220  -0.600
H: -2.9648 3.3602 1.7422  0.446
H: -3.3787 1.4561 0.4566  -0.062
H: -4.7959 1.2460 1.5264  0.438
H: 0.6714 3.3833 1.4528  0.673
H: 2.7322 1.1341 1.0943  0.598
H: 4.3704 -0.1234 3.0505  0.514
H: 6.5973 0.9429 2.7252  0.463
F: 7.9465 0.8419 0.5115  -0.346
H: 6.6736 -0.4834 -1.2921  0.448
H: 4.3237 -2.8350 -1.1509  0.441
H: 4.8073 -1.5243 -2.2474  0.362
H: -0.0105 -2.8328 -1.6968  0.383
H: -3.7630 -0.2884 -1.1967  0.411
H: -5.5003 -1.7975 -0.3163  0.437
H: -5.5336 -4.7980 0.1275  0.302
H: -6.0083 -3.6206 1.3469  0.403
H: -4.7669 -4.8297 1.7142  0.370

# 4
Computed, not measured: a structure of composition C19H31Br13NO3 at a distorted geometry, with ωB97M-V/def2-TZVPD.

Summary:
HOMO: -11.4 eV
net charge: +1
total energy: -938380.076 eV
max |F|: 1.97 eV Å⁻¹

Each line ends with the Mulliken charge.
CARTESIAN COORDINATES (ANGSTROEM)
C: 3.4517 -2.7357 -0.0927  -0.592
C: 2.3439 -1.9624 -0.0158  -0.651
C: 2.5043 -0.4832 -0.2288  0.744
O: 3.2322 0.1316 0.5191  -0.354
O: 1.8097 0.0596 -1.2519  -0.303
C: 1.5663 1.4741 -1.1297  -0.295
C: 0.1571 1.8090 -1.6471  -0.930
C: -0.8453 0.6551 -1.4732  0.682
C: -1.2363 0.0780 -2.8391  -0.790
C: -2.2857 -1.0442 -2.8099  -1.086
C: -2.1229 -2.0687 -1.6781  -0.678
N: -3.2353 -2.0546 -0.6411  -0.092
C: -3.5868 -0.7228 -0.0558  -0.027
O: -2.7331 -0.5635 1.0155  -0.410
C: -2.1330 -1.7782 1.4091  -0.410
C: -2.8080 -2.8687 0.5320  0.153
C: -3.8852 -3.6945 1.2719  -1.159
C: -5.3219 -3.1505 1.2092  -0.777
C: -5.5790 -2.0726 2.2690  -0.768
Br: -7.0480 -0.9380 1.7215  -0.130
H: 3.7396 -3.4468 0.6869  0.136
H: 4.1233 -2.5915 -0.9328  0.283
H: 1.3550 -2.3714 0.1601  0.523
H: 1.6394 1.8424 -0.1169  -0.074
H: 2.2655 1.9754 -1.7897  0.482
H: -0.2012 2.6766 -1.0993  0.341
H: 0.1770 2.1020 -2.6951  0.239
H: -0.4934 -0.1075 -0.7846  -0.247
H: -1.7584 1.0671 -1.0413  0.098
H: -0.3450 -0.2357 -3.3777  0.428
H: -1.6808 0.9114 -3.3801  0.340
H: -3.3061 -0.6601 -2.7881  0.443
H: -2.2085 -1.5995 -3.7413  0.430
H: -2.2016 -3.0589 -2.1208  0.406
H: -1.1663 -2.0283 -1.1722  0.529
H: -4.0723 -2.3980 -1.1104  0.469
H: -3.5741 0.0926 -0.7707  0.423
H: -4.6372 -0.7765 0.2468  0.014
H: -1.0752 -1.8167 1.1363  -0.058
H: -2.1968 -1.9830 2.4705  0.587
H: -2.1114 -3.6173 0.1723  0.480
H: -3.8857 -4.7080 0.8782  0.426
H: -3.6055 -3.7703 2.3202  0.403
H: -5.5910 -2.7919 0.2166  0.415
H: -5.9908 -3.9848 1.4052  0.481
H: -4.6870 -1.4766 2.4305  0.315
H: -5.8373 -2.5583 3.2021  0.491
C: 3.6932 3.1845 2.6190  -0.347
Br: 3.6659 3.5602 0.7340  0.089
Br: 1.9166 2.8386 3.2875  -0.061
Br: 4.9083 1.7596 3.0522  -0.009
H: 4.0536 4.0748 3.1147  0.377
C: 3.9685 -3.9630 4.6254  -0.399
Br: 3.4465 -3.2888 2.8919  0.103
Br: 4.6674 -5.7510 4.5053  -0.016
Br: 5.1989 -2.7696 5.4964  0.014
H: 3.0783 -4.0068 5.2352  0.346
C: 4.9162 7.7132 0.5045  -0.310
Br: 4.8510 8.0375 -1.3908  0.000
Br: 3.1627 7.3614 1.2235  -0.032
Br: 6.1642 6.3121 0.9381  -0.034
H: 5.2743 8.6170 0.9744  0.349
C: 2.4903 4.6072 -4.4745  -0.356
Br: 2.1220 4.8348 -2.5975  0.025
Br: 0.8646 4.4076 -5.4892  -0.040
Br: 3.5906 6.0259 -5.1567  -0.026
H: 3.0476 3.6883 -4.5824  0.394

# 5
Computed, not measured: a cluster of 2 separate species, C3H9NO2 in total at a distorted geometry, with ωB97M-V/def2-TZVPD.

Summary:
HOMO (alpha / beta): -0.1 / -3.4 eV
2S+1: 2
<S²>: 0.75
net charge: -1
total energy: -8841.023 eV
ΔE to the lowest compared entry with this formula, charge and spin: 38.0 kJ/mol
max |F|: 1.39 eV Å⁻¹

Each line ends with the Mulliken charge.
CARTESIAN COORDINATES (ANGSTROEM)
O: -1.4093 0.1754 0.0827  -0.742
C: -0.3635 0.3478 -0.6694  -0.676
C: 1.0198 0.4104 -0.0613  0.596
C: 2.0350 -0.4356 -0.8645  -1.294
N: 1.5147 1.8113 0.0592  -0.715
H: -0.4095 0.1644 -1.7483  0.238
H: 0.9058 -0.0771 0.9158  -0.013
H: 3.0220 -0.2891 -0.4304  0.386
H: 1.9147 -0.1953 -1.9212  0.323
H: 1.7676 -1.4647 -0.6813  0.313
H: 1.1486 2.2017 0.9217  0.312
H: 2.5239 1.7785 0.2566  0.261
H: -2.5714 -1.1274 0.7817  0.420
H: -2.8097 -2.6575 0.7050  0.271
O: -2.8283 -1.9087 1.3143  -0.678

# 6
Computed, not measured: the molecule C6H11NO4S at a distorted geometry, with ωB97M-V/def2-TZVPD.

Summary:
HOMO: -9.6 eV
SMILES string: C=[N+]([O-])OS(=O)(=O)C1CCCC1
total energy: -26910.703 eV
ΔE to the lowest compared entry with this formula, charge and spin: 540.4 kJ/mol
max |F|: 5.49 eV Å⁻¹

Each line ends with the Mulliken charge.
CARTESIAN COORDINATES (ANGSTROEM)
C: 1.6314 -0.2165 -1.0304  -0.729
C: 2.2615 -0.2083 0.3492  -0.524
C: 0.3466 0.5054 -0.7949  -0.700
C: 1.1338 -0.5368 1.3461  -0.878
C: -0.1436 0.0551 0.6709  -0.107
C: -4.5832 0.4699 -0.6424  -0.529
N: -3.3423 0.6030 -0.2908  0.559
O: -2.4903 -0.3461 -0.8343  -0.374
O: -2.8234 1.5541 0.3034  -0.646
O: -0.9761 -2.1701 -0.4941  -0.594
O: -2.2345 -1.4631 1.4504  -0.663
S: -1.4579 -1.1245 0.3290  1.237
H: 2.1452 0.3293 -1.7303  0.417
H: 1.5606 -1.1973 -1.4369  0.294
H: 3.1713 -0.7737 0.5815  0.400
H: 2.5582 0.9142 0.5162  0.211
H: 0.5955 1.6192 -0.7309  0.331
H: -0.4832 0.4665 -1.5315  0.359
H: 1.3255 -1.5586 1.4103  0.335
H: 1.3100 -0.1567 2.3542  0.308
H: -0.6899 0.8123 1.1844  0.642
H: -4.8180 -0.4782 -1.0710  0.286
H: -5.1635 1.1955 -0.3480  0.364